1) {"formula": "C19H28F9N2O4P3Ti", "method": "ωB97M-V with the def2-TZVPD basis set", "elements": ["Ti", "C", "C", "O", "C", "C", "C", "N", "N", "C", "O", "C", "C", "C", "C", "C", "C", "H", "H", "H", "H", "H", "H", "H", "H", "H", "H", "H", "H", "C", "P", "C", "C", "C", "P", "C", "C", "H", "H", "H", "H", "H", "H", "H", "H", "H", "H", "H", "H", "H", "H", "H", "H", "F", "C", "F", "F", "O", "O", "F", "P", "F", "F", "F", "F", "F"], "positions_angstrom": [[-1.30, -0.26, 0.95], [-3.66, -1.89, 4.07], [-2.38, -1.38, 3.44], [-2.38, -1.19, 2.18], [-1.27, -1.10, 4.26], [-0.03, -0.75, 3.75], [1.15, -0.41, 4.61], [0.12, -0.78, 2.40], [1.36, -0.83, 1.96], [1.38, -0.91, 0.60], [0.39, -0.45, -0.06], [2.45, -1.69, 0.01], [3.78, -1.63, 0.46], [4.75, -2.41, -0.11], [4.44, -3.29, -1.14], [3.12, -3.39, -1.56], [2.14, -2.60, -1.01], [-4.51, -1.37, 3.63], [-3.66, -1.74, 5.15], [-3.78, -2.96, 3.87], [-1.41, -1.14, 5.33], [0.89, -0.45, 5.66], [1.46, 0.61, 4.36], [1.99, -1.07, 4.39], [4.02, -0.96, 1.27], [5.77, -2.35, 0.25], [5.20, -3.90, -1.60], [2.85, -4.12, -2.32], [1.10, -2.71, -1.30], [2.97, 1.32, -2.41], [1.12, 1.02, -2.38], [1.09, -0.59, -3.26], [0.64, 2.07, -3.85], [-0.83, 1.80, -4.05], [-1.46, 1.48, -2.22], [-3.28, 1.44, -2.54], [-1.17, 3.21, -1.66], [3.39, 1.21, -3.41], [3.45, 0.62, -1.73], [3.16, 2.33, -2.05], [1.88, -1.21, -2.86], [1.24, -0.45, -4.33], [0.13, -1.06, -3.08], [1.24, 1.80, -4.73], [0.82, 3.12, -3.64], [-0.99, 0.91, -4.65], [-1.37, 2.63, -4.51], [-3.54, 2.19, -3.28], [-3.80, 1.63, -1.61], [-3.55, 0.45, -2.90], [-1.21, 3.90, -2.49], [-0.20, 3.25, -1.17], [-1.93, 3.46, -0.92], [-1.48, -1.81, -1.54], [-1.72, -1.92, -0.19], [-3.02, -2.35, -0.15], [-1.00, -3.04, 0.19], [-1.65, 1.00, -0.38], [-2.80, 0.46, 0.16], [-0.31, 1.77, 1.73], [-1.46, 2.63, 2.61], [-2.34, 1.26, 2.74], [-2.24, 2.98, 1.25], [-0.66, 2.21, 3.95], [-0.55, 3.95, 2.43], [-2.54, 3.43, 3.48]], "total_charge": -1, "s2": 0.758, "orbital_gap_ev": [6.70, 5.72], "e_lumo_ev": [2.63, 1.63], "homo_energy_ev": [-4.069, -4.086], "multiplicity": 2}

---

2) {"formula": "C19H28F9N2O4P3Ti", "method": "ωB97M-V with the def2-TZVPD basis set", "elements": ["Ti", "C", "C", "O", "C", "C", "C", "N", "N", "C", "O", "C", "C", "C", "C", "C", "C", "H", "H", "H", "H", "H", "H", "H", "H", "H", "H", "H", "H", "C", "P", "C", "C", "C", "P", "C", "C", "H", "H", "H", "H", "H", "H", "H", "H", "H", "H", "H", "H", "H", "H", "H", "H", "F", "C", "F", "F", "O", "O", "F", "P", "F", "F", "F", "F", "F"], "positions_angstrom": [[-0.47, -1.89, 0.81], [1.60, -3.94, 3.99], [0.93, -2.80, 3.27], [0.77, -2.96, 2.03], [0.54, -1.67, 4.01], [0.30, -0.46, 3.39], [0.32, 0.82, 4.17], [0.12, -0.39, 2.06], [1.01, 0.56, 1.49], [1.49, 0.05, 0.41], [1.04, -1.08, -0.07], [2.64, 0.68, -0.27], [3.21, 0.06, -1.37], [4.30, 0.62, -2.01], [4.83, 1.82, -1.56], [4.26, 2.46, -0.46], [3.17, 1.89, 0.18], [0.82, -4.64, 4.30], [2.27, -4.45, 3.31], [2.13, -3.60, 4.88], [0.64, -1.70, 5.08], [0.78, 0.69, 5.15], [0.85, 1.59, 3.61], [-0.72, 1.14, 4.31], [2.77, -0.87, -1.72], [4.74, 0.13, -2.87], [5.68, 2.27, -2.06], [4.66, 3.40, -0.11], [2.71, 2.37, 1.04], [-1.29, 1.50, -4.65], [-1.36, 0.64, -3.02], [-2.39, -0.81, -3.49], [-2.67, 1.67, -2.22], [-2.18, 3.07, -1.81], [-0.72, 3.08, -0.67], [-1.55, 2.68, 0.92], [-0.60, 4.91, -0.46], [-0.84, 2.49, -4.54], [-2.29, 1.61, -5.10], [-0.66, 0.93, -5.33], [-3.30, -0.51, -4.02], [-2.65, -1.37, -2.60], [-1.80, -1.47, -4.13], [-3.00, 1.12, -1.33], [-3.54, 1.76, -2.89], [-3.00, 3.64, -1.36], [-1.87, 3.63, -2.70], [-2.43, 3.31, 1.08], [-0.84, 2.83, 1.73], [-1.84, 1.63, 0.93], [-1.57, 5.35, -0.20], [-0.24, 5.36, -1.38], [0.11, 5.13, 0.33], [-2.99, -3.11, 1.85], [-1.97, -2.41, 2.43], [-2.59, -1.31, 2.99], [-1.65, -3.20, 3.51], [-1.62, -0.49, -0.08], [-2.27, -1.62, -0.03], [-0.33, -2.72, -1.56], [-0.23, -4.34, -1.30], [-0.19, -5.88, -0.88], [1.25, -4.13, -0.74], [0.31, -4.61, -2.77], [-1.75, -4.49, -1.77], [-0.81, -3.95, 0.27]], "total_charge": -1, "s2": 0.759, "orbital_gap_ev": [7.54, 6.93], "e_lumo_ev": [2.37, 1.79], "homo_energy_ev": [-5.169, -5.139], "multiplicity": 2}

---

Which of them is the most stable? Correct choice: 2).

---

1) {"formula": "C2H3N3OS", "method": "ωB97M-V with the def2-TZVPD basis set", "elements": ["C", "C", "H", "H", "H", "N", "N", "N", "O", "S"], "positions_angstrom": [[0.00, 1.29, 0.06], [-1.61, -0.21, -0.04], [2.62, -0.40, 1.15], [0.58, 2.17, 0.09], [-0.32, -1.74, 0.48], [0.63, 0.09, 0.26], [-1.27, 1.22, -0.07], [-0.39, -0.85, -0.01], [-2.72, -0.69, -0.04], [2.24, -0.27, -0.17]], "orbital_gap_ev": 9.79, "e_lumo_ev": 0.28, "homo_energy_ev": -9.514}

---

2) {"formula": "C2H3N3OS", "method": "ωB97M-V with the def2-TZVPD basis set", "elements": ["C", "C", "N", "N", "N", "O", "S", "H", "H", "H"], "positions_angstrom": [[2.86, 0.40, -0.17], [0.67, -0.44, -0.11], [1.98, 1.30, -0.26], [0.68, 0.84, -0.22], [-1.81, -0.59, -0.35], [-0.65, -1.17, 0.22], [2.17, -1.25, -0.03], [3.86, 0.66, -0.26], [-2.01, 0.33, 0.17], [-1.71, -0.24, -1.32]], "orbital_gap_ev": 10.55, "e_lumo_ev": 0.53, "homo_energy_ev": -10.024}

---

Which of them is the most stable? Correct choice: 1).

---

1) {"formula": "C38H25BrF2N4OPSe2Ti", "method": "ωB97M-V with the def2-TZVPD basis set", "elements": ["Ti", "F", "C", "C", "C", "C", "C", "F", "C", "C", "C", "C", "C", "C", "N", "H", "H", "H", "H", "H", "H", "Se", "P", "Se", "C", "C", "C", "C", "C", "C", "C", "C", "C", "C", "C", "C", "H", "H", "H", "H", "H", "H", "H", "H", "H", "H", "Br", "C", "C", "C", "C", "C", "C", "N", "N", "C", "C", "C", "C", "O", "C", "N", "C", "C", "C", "C", "H", "H", "H", "H", "H", "H", "H", "H", "H"], "positions_angstrom": [[0.25, 0.67, -0.84], [-1.32, 0.04, 4.29], [-0.30, 0.17, 3.43], [-0.58, 0.36, 2.08], [0.48, 0.49, 1.20], [1.81, 0.44, 1.65], [2.02, 0.27, 3.01], [3.27, 0.22, 3.50], [0.99, 0.12, 3.92], [2.87, 0.51, 0.62], [4.24, 0.41, 0.84], [5.10, 0.43, -0.24], [4.59, 0.55, -1.53], [3.23, 0.67, -1.67], [2.39, 0.66, -0.63], [-1.61, 0.41, 1.77], [1.19, -0.02, 4.97], [4.62, 0.32, 1.84], [6.17, 0.35, -0.08], [5.23, 0.56, -2.40], [2.78, 0.78, -2.65], [0.85, 3.03, -1.69], [-1.30, 3.35, -1.77], [-2.14, 1.47, -1.04], [-1.84, 3.68, -3.45], [-1.66, 4.97, -3.95], [-2.00, 5.25, -5.26], [-2.52, 4.25, -6.07], [-2.70, 2.97, -5.57], [-2.36, 2.68, -4.26], [-1.82, 4.74, -0.76], [-0.97, 5.32, 0.17], [-1.43, 6.37, 0.96], [-2.74, 6.82, 0.82], [-3.59, 6.23, -0.11], [-3.13, 5.20, -0.91], [-1.26, 5.76, -3.32], [-1.86, 6.25, -5.65], [-2.79, 4.48, -7.10], [-3.12, 2.20, -6.20], [-2.51, 1.68, -3.87], [0.05, 4.97, 0.28], [-0.77, 6.82, 1.69], [-3.09, 7.63, 1.44], [-4.60, 6.59, -0.22], [-3.79, 4.75, -1.64], [0.01, -3.08, 5.86], [-0.29, -4.22, 4.38], [-1.25, -3.88, 3.44], [-1.45, -4.69, 2.34], [-0.69, -5.85, 2.19], [0.22, -6.22, 3.17], [0.44, -5.39, 4.26], [-0.85, -6.77, 1.10], [-0.82, -6.40, -0.08], [-0.57, -5.03, -0.41], [-1.54, -4.34, -1.08], [-1.36, -2.98, -1.38], [-0.20, -2.35, -1.04], [-0.07, -1.01, -1.24], [0.87, -3.06, -0.44], [2.03, -2.39, -0.17], [3.01, -3.07, 0.35], [2.96, -4.45, 0.64], [1.80, -5.13, 0.39], [0.69, -4.43, -0.15], [-1.84, -2.98, 3.57], [-2.21, -4.44, 1.61], [0.75, -7.15, 3.07], [1.17, -5.66, 5.02], [-2.47, -4.84, -1.33], [-2.15, -2.41, -1.87], [3.92, -2.52, 0.56], [3.82, -4.95, 1.05], [1.73, -6.19, 0.58]], "total_charge": 1, "orbital_gap_ev": 6.78, "e_lumo_ev": -3.63, "homo_energy_ev": -10.415}

---

2) {"formula": "C38H25BrF2N4OPSe2Ti", "method": "ωB97M-V with the def2-TZVPD basis set", "elements": ["Ti", "F", "C", "C", "C", "C", "C", "F", "C", "C", "C", "C", "C", "C", "N", "H", "H", "H", "H", "H", "H", "Se", "P", "Se", "C", "C", "C", "C", "C", "C", "C", "C", "C", "C", "C", "C", "H", "H", "H", "H", "H", "H", "H", "H", "H", "H", "Br", "C", "C", "C", "C", "C", "C", "N", "N", "C", "C", "C", "C", "O", "C", "N", "C", "C", "C", "C", "H", "H", "H", "H", "H", "H", "H", "H", "H"], "positions_angstrom": [[-0.45, -0.23, -0.85], [0.42, -3.72, 3.25], [0.42, -3.49, 1.93], [-0.03, -2.27, 1.46], [-0.05, -2.04, 0.09], [0.39, -3.04, -0.80], [0.85, -4.24, -0.26], [1.31, -5.21, -1.07], [0.88, -4.49, 1.09], [0.35, -2.72, -2.24], [0.42, -3.65, -3.27], [0.35, -3.21, -4.58], [0.23, -1.86, -4.85], [0.15, -0.99, -3.79], [0.20, -1.40, -2.52], [-0.37, -1.52, 2.17], [1.23, -5.43, 1.48], [0.51, -4.70, -3.04], [0.40, -3.93, -5.39], [0.18, -1.48, -5.86], [0.03, 0.08, -3.94], [-0.93, 2.12, -2.10], [-2.90, 1.36, -1.54], [-2.83, -0.84, -1.50], [-3.49, 1.94, 0.07], [-3.50, 1.14, 1.21], [-3.96, 1.64, 2.41], [-4.42, 2.95, 2.49], [-4.41, 3.76, 1.37], [-3.95, 3.26, 0.16], [-4.14, 1.93, -2.71], [-5.31, 1.19, -2.88], [-6.32, 1.69, -3.68], [-6.17, 2.92, -4.31], [-5.00, 3.64, -4.15], [-3.98, 3.15, -3.36], [-3.16, 0.11, 1.15], [-3.97, 1.01, 3.29], [-4.79, 3.33, 3.43], [-4.77, 4.77, 1.42], [-3.95, 3.90, -0.71], [-5.42, 0.23, -2.40], [-7.23, 1.11, -3.82], [-6.97, 3.31, -4.93], [-4.88, 4.60, -4.65], [-3.05, 3.70, -3.25], [4.80, -4.58, 4.00], [4.86, -2.71, 3.82], [6.07, -2.07, 3.64], [6.10, -0.69, 3.52], [4.92, 0.04, 3.53], [3.70, -0.61, 3.72], [3.67, -1.98, 3.87], [5.20, 1.47, 3.39], [4.44, 2.28, 2.86], [3.16, 1.89, 2.33], [2.00, 2.38, 2.86], [0.74, 2.03, 2.32], [0.69, 1.22, 1.23], [-0.44, 0.76, 0.63], [1.88, 0.81, 0.59], [1.72, 0.12, -0.58], [2.80, -0.28, -1.22], [4.10, -0.02, -0.75], [4.27, 0.68, 0.41], [3.13, 1.12, 1.13], [6.99, -2.65, 3.62], [7.03, -0.17, 3.41], [2.77, -0.07, 3.80], [2.74, -2.49, 4.04], [2.06, 3.02, 3.74], [-0.17, 2.39, 2.77], [2.64, -0.82, -2.15], [4.94, -0.35, -1.33], [5.26, 0.90, 0.78]], "total_charge": 1, "orbital_gap_ev": 6.77, "e_lumo_ev": -4.04, "homo_energy_ev": -10.809}

---

Which of them is the most stable? Correct choice: 2).